[1]
C4H12N2 as an isolated structure in a non-equilibrium geometry. Source: the OMol25 dataset; level of theory: ωB97M-V/def2-TZVPD.

The geometry in XYZ format:
```
18
Properties=species:S:1:pos:R:3
N -1.8965 -1.3172 0.8386
N 0.9835 1.9125 0.0827
C 1.7346 0.4106 0.1653
C 0.7823 -0.5410 -0.7537
C -1.5966 0.0044 0.2255
C -0.6503 -0.1590 -0.9295
H 2.5919 0.5161 -0.4831
H -2.2416 -1.2055 1.7865
H -1.0930 0.6466 0.9691
H -0.6477 0.7729 -1.4986
H -1.0495 -1.8585 0.9010
H 0.8147 -1.5684 -0.3441
H 0.8601 1.0520 0.8078
H 1.9635 -0.1835 1.0543
H -2.5165 0.5200 -0.0246
H -1.1021 -0.9162 -1.5979
H 1.3557 -0.6086 -1.6683
H 1.7075 2.5226 0.4691
```

Properties
HOMO: -9.090 eV
ΔE to the lowest compared entry with this formula, charge and spin: 4.076 eV
LUMO level: 0.9159 eV

Atom charges from the Löwdin analysis, given in e for atoms 1 to 2: -0.01 0.00

=====

[2]
C20H40NOP3RuS as an isolated structure in a non-equilibrium geometry. Source: the OMol25 dataset; level of theory: ωB97M-V/def2-TZVPD.

The geometry in XYZ format:
```
67
Properties=species:S:1:pos:R:3
Ru 0.4715 -0.0239 0.6798
S 4.9034 -0.7125 0.0116
P -0.1910 0.6538 2.6974
P -0.0566 -2.2259 1.0975
P 0.2425 2.1598 0.0378
O -0.0212 -1.3849 -2.3044
N 2.5609 -0.0678 0.8573
C -0.1978 0.3640 -3.9087
C 4.7422 -0.0034 1.5992
C 1.4238 3.4432 0.6305
C -0.1538 -3.5231 -0.1824
C -1.4050 2.9728 0.2502
C -1.6993 -2.6397 -4.5660
C 0.2253 -0.4437 4.1129
C 3.1856 -0.6040 -0.1965
C -2.0112 0.8485 2.9108
C 3.4338 0.2910 1.8956
C -0.9114 1.4780 -4.2906
C -0.7368 -0.5020 -2.8787
C -2.8132 0.7867 -2.9135
C -1.6034 -2.5638 2.0358
C -2.1821 1.7341 -3.7355
C 1.3468 -2.8928 2.1089
C 0.5324 2.3873 -1.7312
C -2.1502 -0.3858 -2.5868
C 0.4129 2.2355 3.4217
C -0.3581 -2.6832 -4.5044
H -1.5257 -2.3423 3.1049
H 0.2444 -2.0437 -5.1711
H -2.6564 2.7126 -3.9038
H 0.8043 0.1107 -4.2423
H -0.1559 -1.4593 3.9706
H 1.7502 -2.1501 2.8063
H 2.3495 2.9632 0.9648
H -0.8965 -3.2162 -0.9267
H 0.2088 -3.3840 -3.8781
H 1.6674 4.1081 -0.2073
H 3.0555 0.7538 2.8087
H -2.3694 1.7203 2.3533
H -2.2013 2.2222 0.3317
H -0.4535 2.2846 -2.1898
H 2.6383 -0.9063 -1.0917
H 0.9094 3.3944 -1.9573
H 1.3150 -0.4892 4.2244
H -1.3893 3.5986 1.1537
H -1.6378 3.6108 -0.6167
H 0.4789 2.1233 4.5152
H -0.8491 -0.6125 -0.1145
H -2.2027 -1.7536 -4.9675
H -2.6332 -1.2725 -2.1679
H -2.3468 -3.4930 -4.3590
H -2.2249 0.9824 3.9814
H -0.2597 3.0701 3.1780
H 0.9767 4.0311 1.4390
H 1.0258 -3.7725 2.6854
H -1.9046 -3.6138 1.9173
H 0.8171 -3.6227 -0.6799
H -0.4374 -4.4879 0.2647
H 1.2160 1.6309 -2.1348
H -2.5328 -0.0401 2.5409
H -0.2045 -0.0165 5.0311
H -3.8595 0.9204 -2.6148
H -0.4552 2.2030 -4.9659
H 5.5630 0.1988 2.2680
H -2.3935 -1.9361 1.6058
H 2.1568 -3.1918 1.4298
H 1.4227 2.4668 3.0659
```

Properties
net charge: +4
spin multiplicity: 5
HOMO (spin up / spin down): -20.335 / -21.010 eV
ΔE to the lowest compared entry with this formula, charge and spin: 0.000 eV
LUMO level (spin up / spin down): -13.4951 / -15.1748 eV
<S²>: 6.050

Atom charges from the Löwdin analysis, given in e for atoms 1 to 2: 0.65 1.18

=====

[3]
C35H49Cl2N3OP4W as an isolated structure in a non-equilibrium geometry. Source: the OMol25 dataset; level of theory: ωB97M-V/def2-TZVPD.

The geometry in XYZ format:
```
95
Properties=species:S:1:pos:R:3
W -0.1834 1.0047 2.0208
Cl 0.3366 1.5929 4.3883
Cl -2.0657 2.6653 1.2427
P -2.8676 1.9323 3.5677
P 1.1019 2.9250 1.6074
P -0.2104 -1.1334 -3.9744
P 3.3210 -2.2806 2.3092
O 1.1096 -2.4461 -0.0975
N -3.4116 0.8358 5.9380
N -5.0578 2.4637 5.1077
N -2.8662 3.2576 5.8429
C -4.6369 2.3638 3.6934
C 4.6357 -2.0508 1.1221
C -0.8919 -2.7888 -4.3900
C -1.7693 1.3895 -7.5402
C 1.5068 -1.1112 0.3184
C 1.9844 -1.1816 1.7587
C 2.4443 -0.3308 -3.9142
C 3.8093 -0.4099 -4.1818
C 1.3018 -0.4360 2.6732
C -2.8935 0.4050 4.6564
C 0.9621 3.4483 -0.1106
C -1.3132 -5.0567 -3.6257
C 2.8429 2.6362 1.9804
C 0.0390 0.1229 -6.5449
C 3.4775 -2.5587 -5.2461
C -2.5593 1.1613 -6.4056
C -1.9150 -4.4080 -5.8793
C 0.3662 -0.1723 0.3692
C -2.5851 1.9442 6.4913
C -4.8458 1.1979 5.8414
C -0.7676 0.3799 0.0479
C -0.7548 -0.1305 -5.4141
C -2.0514 0.4181 -5.3428
C -1.8483 -5.3784 -4.8794
C 2.6917 -3.9503 2.2887
C -2.2600 3.4051 4.5348
C -4.3160 3.5349 5.8148
C -1.4480 -3.1137 -5.6383
C -0.8549 -3.7655 -3.3749
C 1.5777 -1.3607 -4.3312
C 2.1079 -2.4847 -4.9849
C 4.3273 -1.5274 -4.8490
C 3.8261 -1.7868 3.9505
C -0.4761 0.8714 -7.6059
C 0.6429 4.3749 2.6004
H 0.1444 1.0470 -8.4859
H -2.6545 0.2486 -4.4467
H -1.2555 -5.8113 -2.8432
H 2.0328 0.5369 -3.3909
H 5.3960 -1.5886 -5.0548
H -5.2390 1.3197 6.8587
H 4.1471 -0.7359 3.9632
H 3.2245 1.8143 1.3610
H 2.2857 -0.7035 -0.3542
H 1.0566 -0.2676 -6.5987
H 4.2629 -2.2915 0.1166
H -3.5753 -0.3191 4.1812
H 4.4680 0.3991 -3.8730
H 3.8746 -3.4322 -5.7663
H -4.6555 3.5691 6.8616
H -3.5689 1.5630 -6.3494
H -2.8385 2.0528 7.5551
H -1.5208 1.6950 6.3669
H -0.0867 3.6576 -0.3572
H 0.8258 4.1749 3.6637
H -1.5142 -2.3572 -6.4215
H 5.4605 -2.7228 1.3926
H -5.3851 0.3982 5.3056
H -1.8843 -0.0166 4.7412
H -2.3331 -4.6507 -6.8571
H -2.2159 -6.3865 -5.0692
H 1.4499 -3.2983 -5.2936
H -1.4606 0.4295 -0.7762
H -4.4978 4.4973 5.3132
H 3.0056 -1.9219 4.6675
H 3.4133 3.5503 1.7638
H -5.2055 1.5648 3.1963
H 1.5660 4.3561 -0.2445
H -1.1656 3.3861 4.6180
H 1.8949 -4.0486 3.0386
H 4.9783 -1.0067 1.1505
H 2.9622 2.3672 3.0383
H 1.6310 -0.5066 3.7177
H 3.5138 -4.6379 2.5264
H 1.2567 5.2303 2.2856
H -2.5879 4.3168 4.0137
H -0.4662 -3.5034 -2.3865
H 1.3348 2.6545 -0.7703
H 0.8001 -2.4287 -1.0230
H -0.4171 4.6216 2.4563
H 2.2771 -4.1606 1.2936
H 4.6688 -2.4213 4.2564
H -4.7997 3.3230 3.1916
H -2.1667 1.9759 -8.3686
```

Properties
net charge: +2
spin multiplicity: 3
HOMO (spin up / spin down): -11.768 / -11.768 eV
LUMO level (spin up / spin down): -6.8895 / -7.1278 eV
<S²>: 2.017

Atom charges from the Löwdin analysis, given in e for atoms 1 to 2: 0.95 0.17